# 1
A structure of composition C38H50NO2PtS5Se. Source: OMol25; level of theory: ωB97M-V with the def2-TZVPD basis set.

Values from the calculation:
Net charge: -1
LUMO energy in eV: 1.84
Max |F| in eV Å⁻¹: 0.339
Energy relative to the best compared isomer or geometry (same formula, charge and spin) in kJ/mol: 0.0
Calculated total energy in a.u.: -6195.093644

The geometry in XYZ format:
```
98
Properties=species:S:1:pos:R:3:forces:R:3:mulliken_charge:R:1
Pt -0.8549 0.3254 -1.0019 -0.064 0.249 0.091 1.460
C -3.2223 5.3866 4.2196 0.003 -0.036 -0.028 -2.085
C -1.9189 4.8197 4.7831 -0.089 -0.025 0.083 1.939
C -2.2211 4.2176 6.1630 0.002 -0.002 0.032 -1.486
C -0.9272 5.9791 4.9475 0.020 0.018 -0.003 -1.642
C -1.3225 3.7471 3.8776 -0.101 0.063 0.050 -0.621
C -1.9128 3.3112 2.7117 0.037 0.010 -0.072 0.532
C -1.2874 2.3415 1.9302 0.040 0.190 -0.081 -0.730
Se -2.2691 1.7397 0.4163 0.033 -0.305 -0.142 -0.136
C -3.1490 0.1989 1.1648 0.030 0.014 0.042 -0.018
C -4.0492 0.3759 2.2074 -0.032 -0.002 0.017 -0.890
C -4.6914 -0.7117 2.7648 -0.009 0.021 0.000 -0.400
C -4.4373 -1.9658 2.1880 0.035 0.006 -0.026 -0.154
C -3.5508 -2.1797 1.1466 -0.051 -0.009 0.005 0.088
C -2.8314 -1.0550 0.6507 0.132 0.002 -0.059 1.010
O -1.8687 -1.2339 -0.2415 -0.103 -0.048 -0.033 -0.720
C -3.3493 -3.5644 0.5231 -0.004 -0.005 0.016 2.381
C -3.6641 -3.4968 -0.9801 -0.012 0.007 -0.003 -1.657
C -4.2845 -4.6080 1.1408 -0.003 0.011 0.008 -2.404
C -1.9099 -4.0574 0.7293 0.039 0.016 0.004 -1.544
C -5.6446 -0.5977 3.9526 0.000 -0.003 0.005 2.187
C -7.0318 -1.1278 3.5647 -0.004 0.002 -0.002 -1.782
C -5.7975 0.8490 4.4241 0.009 0.004 -0.003 -2.319
C -5.0965 -1.4255 5.1239 -0.011 -0.002 -0.003 -1.732
C -0.0028 1.7798 2.1997 -0.049 -0.186 0.143 0.510
O 0.5394 0.9436 1.4164 0.031 -0.008 -0.027 -0.536
C 0.5795 2.2267 3.4505 0.102 -0.059 -0.121 -0.177
C -0.1023 3.1457 4.2167 0.119 0.101 0.018 -0.938
C 1.8917 1.6577 4.0212 0.032 -0.041 0.030 2.413
C 1.5321 0.7149 5.1805 -0.011 -0.042 0.005 -1.519
C 2.7477 0.8585 3.0304 -0.025 0.043 0.020 -1.997
C 2.7868 2.7917 4.5481 -0.012 0.005 0.016 -1.874
H -3.6099 6.1594 4.8883 0.009 -0.010 -0.009 0.444
H -3.9858 4.6104 4.1269 0.006 0.018 -0.006 0.271
H -3.0675 5.8347 3.2356 -0.015 0.008 0.012 0.373
H -2.6301 4.9740 6.8408 0.010 -0.006 -0.024 0.480
H -1.3193 3.8062 6.6193 -0.008 0.005 0.011 0.293
H -2.9464 3.4061 6.0716 0.000 0.005 0.005 0.153
H -1.3497 6.7638 5.5831 -0.001 -0.021 -0.008 0.455
H -0.6848 6.4133 3.9755 -0.003 0.009 0.003 0.344
H 0.0053 5.6432 5.4034 0.004 0.000 -0.009 0.298
H -2.8629 3.7163 2.3821 0.012 -0.024 -0.010 0.581
H -4.2122 1.3781 2.5825 0.008 0.006 0.006 0.368
H -4.9711 -2.8187 2.5856 0.016 -0.008 0.006 0.383
H -4.7056 -3.2045 -1.1383 0.003 -0.002 0.001 0.370
H -3.5143 -4.4813 -1.4320 -0.001 0.005 0.001 0.451
H -3.0201 -2.7812 -1.4868 0.003 -0.006 0.004 0.187
H -5.3353 -4.3284 1.0338 0.002 -0.005 -0.006 0.417
H -4.0727 -4.7685 2.2007 -0.002 0.004 -0.001 0.371
H -4.1377 -5.5600 0.6266 0.004 0.001 0.007 0.470
H -1.1896 -3.4020 0.2459 0.007 0.021 0.009 0.100
H -1.8029 -5.0620 0.3097 -0.002 0.010 -0.006 0.578
H -1.6638 -4.1090 1.7918 0.006 0.000 0.034 0.242
H -7.4350 -0.5640 2.7212 -0.004 0.003 0.005 0.361
H -7.7247 -1.0353 4.4058 0.006 -0.005 -0.003 0.463
H -6.9922 -2.1793 3.2764 0.001 0.003 -0.004 0.337
H -6.2111 1.4854 3.6390 -0.005 -0.002 0.001 0.383
H -4.8396 1.2702 4.7368 0.000 0.000 0.000 0.461
H -6.4764 0.8859 5.2792 0.003 -0.002 -0.005 0.485
H -4.9865 -2.4762 4.8507 -0.002 0.000 0.003 0.326
H -5.7707 -1.3668 5.9831 0.006 -0.001 -0.003 0.463
H -4.1164 -1.0529 5.4281 0.003 0.002 0.006 0.354
H 0.3498 3.4439 5.1576 -0.024 -0.019 -0.023 0.228
H 0.9094 -0.1027 4.8110 0.011 0.020 0.024 0.148
H 0.9794 1.2422 5.9620 -0.002 0.006 0.003 0.273
H 2.4373 0.2881 5.6246 -0.008 0.010 -0.012 0.482
H 2.2306 -0.0233 2.6669 0.072 0.076 0.053 0.255
H 3.6663 0.5525 3.5437 -0.024 -0.003 -0.014 0.587
H 3.0237 1.4622 2.1649 0.005 0.010 -0.036 0.247
H 2.3155 3.3754 5.3396 0.021 -0.010 0.008 0.343
H 3.0519 3.4750 3.7380 0.001 0.008 0.004 0.371
H 3.7102 2.3706 4.9560 -0.017 0.004 -0.013 0.480
N -0.4624 -1.4386 2.8647 -0.230 0.016 -0.032 0.668
C 0.5273 -2.3812 2.9956 0.088 -0.150 -0.036 0.215
C 1.5940 -2.4069 2.0865 -0.030 -0.088 -0.065 -0.099
C 2.6130 -3.3307 2.2284 -0.002 -0.002 0.014 -0.706
C 2.6092 -4.2496 3.2731 -0.009 0.015 0.011 -0.577
C 1.5570 -4.2233 4.1784 0.022 -0.013 0.001 -0.525
C 0.5279 -3.3048 4.0474 -0.011 0.040 -0.005 -0.413
H -1.3464 -1.6289 3.3081 -0.018 -0.061 -0.022 0.076
H -0.5474 -1.0130 1.9504 0.123 0.197 0.143 -0.780
H 1.6000 -1.6934 1.2695 -0.029 -0.012 0.006 0.437
H 3.4228 -3.3346 1.5083 -0.001 0.000 0.003 0.404
H 3.4090 -4.9713 3.3770 -0.003 0.003 0.001 0.370
H 1.5330 -4.9301 5.0000 -0.001 0.003 -0.002 0.382
H -0.2884 -3.2930 4.7618 -0.003 -0.003 -0.001 0.438
C 1.9530 1.9664 -1.0461 -0.061 0.036 0.022 -0.475
S 0.3607 2.0082 -1.9092 -0.018 -0.057 -0.108 -0.336
C 0.8692 1.2803 -3.4334 0.034 -0.035 0.030 -0.079
C 0.8423 -0.0591 -3.5790 -0.007 0.018 -0.005 0.310
S 0.1895 -1.1795 -2.4346 -0.057 -0.006 -0.033 -0.480
S 1.5725 -0.6362 -5.0558 0.036 -0.016 0.028 -0.100
C 2.0782 0.8951 -5.6980 -0.120 0.011 -0.117 0.116
S 2.8321 1.0612 -7.1486 0.038 -0.009 0.069 -0.268
S 1.6227 2.2206 -4.6926 0.039 0.033 0.032 -0.089
H 1.7425 2.2234 -0.0094 0.053 -0.037 -0.001 -0.156
H 2.6200 2.6769 -1.5316 -0.002 0.018 0.030 0.540
H 2.3459 0.9534 -1.0934 -0.013 0.004 0.040 0.286
```
Forces are in eV/Å.



# 2
A structure of composition C27H19Cl2N4O4RuTe in a non-equilibrium geometry. Source: OMol25; level of theory: ωB97M-V with the def2-TZVPD basis set.

Values from the calculation:
Net charge: 0
2S+1: 6
LUMO energy (alpha / beta) in eV: -0.68 / -1.88
Max |F| in eV Å⁻¹: 3.499
Energy relative to the best compared isomer or geometry (same formula, charge and spin) in kJ/mol: 203.7
Calculated total energy in a.u.: -2843.539123

The geometry in XYZ format:
```
58
Properties=species:S:1:pos:R:3:forces:R:3:mulliken_charge:R:1
Ru 0.8025 0.0774 0.7890 -0.646 -0.529 -1.929 0.374
O 0.2327 4.0674 1.2017 0.416 0.307 -0.198 -0.816
C 0.6576 2.9223 1.1135 -0.404 0.011 0.402 0.455
O 0.0337 1.8876 1.5464 -0.036 0.818 0.544 -0.483
C 1.9620 2.5947 0.4251 0.287 -0.297 -0.415 0.407
C 3.1006 3.3803 0.4833 -0.165 -0.002 0.046 -0.636
C 4.2527 2.9577 -0.1638 -0.308 -0.547 -0.292 -0.315
C 4.2030 1.7634 -0.8921 0.308 0.575 0.330 -0.948
C 3.0403 1.0299 -0.9105 -0.259 -0.118 -0.134 -0.085
N 1.9278 1.4069 -0.2536 1.476 2.185 -0.768 0.275
H 3.0796 4.2998 1.0493 -0.093 0.060 -0.007 0.467
H 5.1607 3.5394 -0.1146 0.050 0.032 -0.009 0.434
H 5.0673 1.4120 -1.4332 0.055 -0.062 -0.044 0.399
H 2.9684 0.0979 -1.4681 0.017 0.133 0.128 0.358
Cl 3.0180 -4.2677 -0.2116 0.406 -0.219 -0.057 -0.176
C 2.0960 -3.9148 1.1868 -0.552 1.368 -0.065 0.364
C 1.7312 -4.8971 2.0868 -0.658 0.000 0.990 -0.677
C 0.9265 -4.5761 3.1747 0.380 -0.193 -0.688 0.819
Cl 0.6174 -5.7897 4.3532 -0.151 -0.333 0.337 -0.265
C 0.3447 -3.2961 3.3222 0.186 -0.148 -0.247 -0.306
C -0.5023 -2.8825 4.3654 -0.132 1.047 -0.254 -0.688
C -0.9761 -1.5728 4.3630 -0.026 -1.485 0.641 -1.088
C -0.7001 -0.7323 3.3087 0.875 0.091 -1.570 -0.317
N 0.0836 -1.1066 2.2772 -1.014 -1.234 3.113 0.268
C 0.6668 -2.3353 2.3338 -0.182 -0.125 0.373 0.228
C 1.6695 -2.5790 1.3631 0.892 -0.874 -0.534 0.226
O 2.1416 -1.5909 0.6619 0.447 -0.608 0.507 -0.737
H 2.0916 -5.9056 1.9526 0.021 -0.064 0.080 0.461
H -0.7531 -3.5648 5.1574 -0.058 -0.116 0.169 0.457
H -1.5976 -1.2260 5.1702 -0.109 0.080 0.120 0.428
H -1.0999 0.2705 3.2514 -0.061 0.072 -0.050 0.578
N -2.5889 4.2531 0.5306 0.200 0.368 0.019 -0.225
C -3.5214 3.3817 0.1164 0.221 -0.187 0.079 -0.026
O -4.6000 3.7039 -0.3387 -0.426 0.013 -0.058 -0.650
C -3.1466 1.9333 0.2843 -0.059 -0.154 -0.140 0.287
C -4.0346 1.0565 0.9007 0.263 0.114 -0.172 -0.381
C -3.6753 -0.2733 1.0443 0.001 0.035 -0.013 -0.911
C -2.4301 -0.6742 0.5904 -0.101 0.060 -0.156 -0.392
N -1.5768 0.1584 -0.0035 -0.155 0.114 -0.014 0.239
C -1.9442 1.4252 -0.1875 -0.408 0.044 0.056 -0.254
H -2.7937 5.2360 0.4410 -0.057 -0.085 -0.070 0.206
H -1.6785 4.0071 0.9056 0.033 -0.096 0.050 0.262
H -4.9883 1.4312 1.2395 -0.108 0.006 0.053 0.500
H -4.3399 -0.9865 1.5073 -0.045 -0.058 0.019 0.469
H -2.1018 -1.7038 0.6799 0.030 -0.005 0.109 0.421
H -1.2617 2.0487 -0.7541 0.052 0.057 0.146 0.727
Te 0.6478 -1.7068 -1.5608 -0.516 0.159 -0.911 0.477
C 0.1312 -0.9536 -3.4953 0.173 -0.202 0.470 0.182
C 0.5593 0.3015 -3.9170 0.125 0.052 0.309 0.057
C 0.2826 0.7431 -5.1970 0.003 0.048 -0.163 -0.665
C -0.4392 -0.0609 -6.0641 -0.050 0.043 -0.013 -0.413
C -0.8813 -1.3057 -5.6462 -0.103 0.020 -0.147 -0.583
C -0.5916 -1.7550 -4.3732 0.106 -0.064 0.218 -0.582
H 1.1206 0.9333 -3.2404 0.002 0.050 0.041 0.307
H 0.6328 1.7115 -5.5262 0.005 0.065 0.026 0.394
H -0.6657 0.2863 -7.0604 -0.004 0.022 -0.111 0.374
H -1.4486 -1.9297 -6.3187 -0.072 -0.086 -0.091 0.365
H -0.9130 -2.7314 -4.0461 -0.074 -0.162 -0.057 0.352
```
Forces are in eV/Å.